{
  "formula": "C21H45BrN2O2SSi",
  "method": "the ωB97M-V functional and the def2-TZVPD basis",
  "elements": ["S", "C", "C", "C", "Si", "Br", "H", "H", "H", "H", "H", "H", "H", "H", "H", "C", "C", "C", "C", "C", "C", "N", "O", "C", "C", "C", "H", "H", "H", "H", "H", "H", "H", "H", "H", "H", "H", "H", "H", "H", "H", "H", "H", "H", "C", "C", "C", "C", "C", "C", "N", "O", "C", "C", "C", "H", "H", "H", "H", "H", "H", "H", "H", "H", "H", "H", "H", "H", "H", "H", "H", "H", "H"],
  "positions_angstrom": [[-1.898079, 3.085136, -0.097695], [-2.517525, 2.048238, 1.258180], [-1.651679, 1.996919, 2.509560], [-0.260234, 1.378468, 2.266373], [1.140794, 2.603200, 2.127165], [2.816580, 1.597035, 1.041503], [-1.022007, 2.204289, -0.601725], [-3.496905, 2.463541, 1.495588], [-2.682835, 1.038612, 0.879250], [-1.575755, 3.001488, 2.937068], [-2.192373, 1.395060, 3.242584], [-0.266456, 0.768489, 1.358830], [-0.008712, 0.692529, 3.077112], [0.788373, 3.803460, 1.357648], [1.658216, 2.992934, 3.453518], [-4.890346, -0.080428, -4.963775], [-6.158706, 0.750381, -4.726843], [-5.940311, 2.228904, -5.081002], [-5.040535, 2.963199, -4.092031], [-5.563235, 2.825482, -2.665782], [-5.755378, 1.363326, -2.238003], [-6.598175, 0.695278, -3.288199], [-7.861545, 0.791240, -3.103321], [-4.409071, 0.669269, -2.047827], [-6.510222, 1.292731, -0.915068], [-7.280405, 0.167463, -5.579671], [-4.900286, -0.453571, -5.987840], [-3.974348, 0.493519, -4.837923], [-4.853132, -0.941455, -4.297576], [-6.918404, 2.718475, -5.106507], [-5.526498, 2.280059, -6.092243], [-4.012098, 2.597740, -4.158643], [-5.002243, 4.020596, -4.360705], [-4.879811, 3.302569, -1.957554], [-6.528803, 3.333580, -2.585008], [-4.539596, -0.399889, -1.873450], [-3.933139, 1.107724, -1.170420], [-3.722067, 0.802429, -2.877981], [-7.449803, 1.834733, -0.958953], [-5.881237, 1.730565, -0.136638], [-6.726464, 0.257724, -0.648293], [-7.480776, -0.867196, -5.298641], [-6.963517, 0.189650, -6.624074], [-8.200761, 0.732984, -5.474420], [8.260378, -2.254172, 2.292647], [7.151592, -3.207121, 2.758697], [6.360114, -3.776592, 1.572027], [5.459345, -2.748575, 0.894836], [4.520447, -2.092203, 1.902098], [5.262370, -1.458746, 3.087450], [6.165956, -2.514946, 3.661166], [5.621985, -3.264833, 4.545112], [6.032724, -0.211461, 2.658870], [4.271666, -1.045579, 4.170776], [7.795021, -4.340065, 3.551330], [9.169969, -2.829853, 2.121420], [8.020912, -1.743185, 1.362163], [8.479952, -1.504272, 3.051410], [5.745034, -4.602587, 1.941551], [7.072361, -4.198103, 0.856804], [6.056245, -1.991377, 0.378893], [4.869018, -3.245293, 0.122275], [3.915300, -1.317868, 1.422970], [3.831827, -2.845751, 2.296234], [6.674422, 0.141444, 3.467455], [5.310261, 0.573542, 2.434853], [6.643003, -0.351417, 1.771548], [3.638720, -1.874339, 4.473497], [3.647704, -0.242050, 3.772882], [4.796100, -0.677310, 5.053074], [8.314898, -3.950561, 4.427500], [8.522410, -4.838421, 2.907667], [7.059772, -5.064787, 3.886224]],
  "forces_ev_per_a": [[0.0, 0.0, 0.0], [-0.1, -0.1, 0.0], [0.1, 0.0, 0.0], [-0.1, 0.0, 0.0], [0.0, 0.0, 0.0], [0.0, 0.0, 0.0], [0.0, 0.0, 0.0], [0.0, 0.0, 0.0], [0.0, 0.0, 0.0], [0.0, 0.0, 0.0], [0.0, 0.0, 0.1], [0.0, 0.0, 0.0], [0.1, 0.0, 0.0], [0.0, 0.0, 0.0], [0.0, 0.0, 0.0], [0.0, 0.0, 0.0], [-0.1, 0.0, 0.1], [0.0, 0.0, -0.1], [0.0, 0.0, 0.0], [0.0, 0.0, 0.0], [-0.1, 0.0, -0.1], [-0.1, 0.2, 0.0], [0.2, -0.1, 0.0], [0.1, -0.1, 0.0], [0.0, 0.0, 0.0], [0.0, 0.0, 0.0], [0.0, 0.0, 0.0], [0.0, 0.0, 0.0], [0.0, 0.0, 0.0], [0.0, 0.0, 0.0], [0.0, 0.0, 0.0], [0.0, 0.0, 0.0], [0.0, 0.0, 0.0], [0.0, 0.0, 0.0], [0.0, 0.0, 0.0], [0.0, 0.0, 0.0], [0.0, 0.0, 0.0], [0.0, 0.0, 0.0], [0.0, 0.0, 0.0], [0.0, 0.0, 0.0], [0.0, 0.0, 0.0], [0.0, 0.0, 0.0], [0.0, 0.0, 0.0], [0.0, 0.0, 0.0], [0.0, 0.0, 0.0], [-0.1, 0.1, 0.1], [0.1, 0.0, 0.0], [0.0, 0.0, 0.0], [0.0, 0.0, 0.0], [0.0, -0.1, 0.1], [-0.2, -0.1, -0.1], [0.1, 0.2, -0.1], [0.1, 0.1, 0.0], [0.0, 0.0, -0.1], [0.0, 0.0, 0.0], [0.0, 0.0, 0.0], [0.0, 0.0, 0.0], [0.0, 0.0, 0.0], [0.0, 0.0, 0.0], [0.0, 0.0, 0.0], [0.0, 0.0, 0.0], [0.0, 0.0, 0.0], [0.0, 0.0, 0.0], [0.0, 0.0, 0.0], [0.0, 0.0, 0.0], [0.0, 0.0, 0.0], [0.0, 0.0, 0.0], [0.0, 0.0, 0.0], [0.0, 0.0, 0.0], [0.0, 0.0, 0.0], [0.0, 0.0, 0.0], [0.0, 0.0, 0.0], [0.0, 0.0, 0.0]],
  "mulliken_spin": [0.00, 0.00, 0.00, 0.00, 0.00, 0.00, 0.00, 0.00, 0.00, 0.00, 0.00, 0.00, 0.00, 0.00, 0.00, 0.03, -0.02, 0.04, -0.02, 0.04, -0.03, 0.43, 0.52, 0.04, 0.00, 0.00, 0.00, 0.00, -0.01, 0.00, 0.00, 0.00, 0.00, 0.00, 0.00, -0.02, 0.00, 0.00, 0.00, 0.00, 0.00, 0.00, 0.00, 0.00, 0.03, -0.02, 0.04, -0.02, 0.04, -0.02, 0.44, 0.52, 0.03, -0.01, 0.00, 0.00, 0.00, -0.01, 0.00, 0.00, 0.00, 0.00, 0.00, 0.00, -0.01, 0.00, 0.00, 0.00, 0.00, 0.00, 0.00, 0.00, 0.00],
  "s_squared": 2.01,
  "molar_mass_g_mol": 497.66,
  "orbital_gap_ev": [8.2373, 9.5793],
  "spin_multiplicity": 3,
  "homo_ev": [-7.826, -9.169]
}